1.
{"formula": "C4H9N", "method": "wB97M-V/def2-TZVPD", "total_charge": 0, "multiplicity": 1, "smiles": "C1CCNC1", "de_lowest_kj_mol": 39.7, "molar_mass_g_mol": 71.12, "elements": ["N", "C", "C", "C", "C", "H", "H", "H", "H", "H", "H", "H", "H", "H"], "positions_angstrom": [[-0.59913, -0.80265, 1.00352], [-0.57313, -1.01677, -0.43977], [-0.29426, 0.33344, -1.10703], [0.83433, 0.82453, -0.20630], [0.11970, 0.47028, 1.18576], [-0.19220, -1.59950, 1.46144], [-1.46476, -1.49434, -0.85053], [0.21210, -1.75592, -0.72146], [-1.17649, 0.95935, -1.01830], [-0.00767, 0.23164, -2.15885], [1.18233, 1.85567, -0.31941], [1.72257, 0.20341, -0.22143], [-0.64748, 1.21285, 1.43034], [0.88409, 0.57801, 1.96202]], "mulliken_charge": [-0.3885, -0.5338, -0.5610, -0.5628, -0.5599, 0.2677, 0.3197, 0.2718, 0.2629, 0.3056, 0.3266, 0.2824, 0.2480, 0.3212]}



2.
{"formula": "C4H9N", "method": "wB97M-V/def2-TZVPD", "total_charge": 0, "multiplicity": 1, "smiles": "C=CC.C=N", "de_lowest_kj_mol": 270.5, "molar_mass_g_mol": 71.12, "elements": ["C", "N", "H", "H", "H", "C", "C", "C", "H", "H", "H", "H", "H", "H"], "positions_angstrom": [[-2.45575, -3.23384, -0.79494], [-1.31660, -3.75542, -0.33675], [-3.46318, -3.74433, -0.82222], [-2.39726, -2.17843, -1.30003], [-0.63877, -3.09476, -0.79337], [1.32389, 1.45830, -0.71649], [1.06088, 1.42562, 0.84992], [0.97996, 2.43779, 1.68720], [0.91637, 0.46786, -1.13107], [0.86676, 2.29633, -1.15220], [2.44226, 1.54620, -0.84260], [1.16903, 0.48489, 1.35755], [0.41821, 2.31014, 2.64514], [1.09419, 3.57965, 1.34986]], "mulliken_charge": [-0.1866, -0.4902, 0.2419, 0.1576, 0.2778, -0.8147, -0.0676, -0.6044, 0.1997, 0.3083, 0.2339, 0.2984, 0.2507, 0.1951]}



3.
{"formula": "C4H9N", "method": "wB97M-V/def2-TZVPD", "total_charge": 0, "multiplicity": 1, "de_lowest_kj_mol": 646.2, "molar_mass_g_mol": 71.12, "elements": ["C", "C", "C", "C", "N", "H", "H", "H", "H", "H", "H", "H", "H", "H"], "positions_angstrom": [[-1.02808, 1.11675, -0.05608], [0.51069, 1.07261, 0.04689], [0.99070, -0.31650, -0.19101], [0.53358, -1.16882, 1.59782], [0.39355, -1.36871, 0.27001], [-1.49521, 2.05367, 0.24690], [-1.27505, 0.68725, -1.03814], [-1.39601, 0.36005, 0.70365], [0.84229, 1.43995, 1.12866], [1.17345, 1.73601, -0.56230], [2.08431, -0.33408, -0.29362], [-1.09765, -1.67521, -1.90315], [0.17179, -1.99450, 2.24134], [-0.40837, -1.60846, -2.19096]], "mulliken_charge": [-0.9249, -0.3159, 0.1514, -0.6659, -0.1689, 0.3423, 0.2339, 0.2633, 0.3138, 0.3310, 0.3209, 0.0363, 0.1118, -0.0289]}



4.
{"formula": "C4H9N", "method": "wB97M-V/def2-TZVPD", "total_charge": 0, "multiplicity": 1, "smiles": "C=C[C@H](C)N", "de_lowest_kj_mol": 120.9, "molar_mass_g_mol": 71.12, "elements": ["C", "C", "C", "C", "H", "H", "H", "H", "H", "H", "H", "H", "H", "N"], "positions_angstrom": [[-1.40311, -0.88627, 0.08292], [-0.34879, 0.13837, 0.46919], [0.93020, -0.16628, -0.28226], [2.16386, -0.06533, 0.15381], [-1.56131, -0.86391, -1.02466], [-1.19329, -1.93572, 0.23078], [-2.37096, -0.70947, 0.53870], [-0.27373, 0.22907, 1.60957], [0.10685, 1.90593, -0.30731], [-1.42200, 1.24340, -0.88077], [0.77805, -0.43670, -1.35520], [3.03357, -0.32524, -0.43095], [2.42620, 0.43625, 1.19298], [-0.86555, 1.43592, 0.00320]], "mulliken_charge": [-1.4533, 0.4988, -0.4055, -0.5345, 0.3380, 0.3741, 0.3515, 0.2283, 0.3043, 0.3013, 0.1901, 0.2944, 0.1867, -0.6743]}



The records above yield max |F| values of 0.0417; 0.0870; 0.0915; 0.0665 Eh/bohr, respectively.
The records above yield LUMO values of 1.184; 0.767; -0.998; 1.185 eV, respectively.